Density functional theory data (wB97M-V/def2-TZVPD) for an isolated molecule of C20H25N3O4S in a non-equilibrium geometry.

XYZ file:
```
53
Properties=species:S:1:pos:R:3:forces:R:3
C -5.014 -2.484 -2.341 -0.1 0.0 0.0
C -5.307 -2.034 -0.942 0.0 -0.1 0.1
C -5.155 -0.693 -0.605 0.0 0.3 0.1
C -5.441 -0.256 0.680 -0.1 -0.2 0.1
C -5.874 -1.166 1.642 0.1 0.2 0.0
C -6.024 -2.495 1.306 0.0 0.1 0.0
C -5.745 -2.930 0.021 0.0 0.0 -0.1
H -5.866 -3.973 -0.233 0.0 -0.1 0.0
H -6.362 -3.199 2.052 0.0 -0.1 0.1
H -6.088 -0.807 2.636 0.0 0.0 0.1
O -5.310 1.044 1.106 0.0 -0.2 0.2
C -5.044 2.035 0.141 0.0 0.3 -0.3
C -3.612 2.010 -0.418 -0.4 -0.1 0.3
O -3.354 2.482 -1.504 0.0 0.1 -0.2
N -2.739 1.448 0.445 -0.1 -0.1 0.5
C -1.357 1.262 0.315 0.4 0.0 -0.1
C -0.678 0.631 1.352 -0.2 0.1 -0.2
C 0.687 0.433 1.288 0.2 0.0 -0.1
C 1.423 0.869 0.184 -0.4 0.1 0.0
C 0.726 1.499 -0.853 0.1 -0.2 0.2
C -0.638 1.690 -0.796 -0.1 0.0 -0.1
H -1.151 2.182 -1.604 0.0 0.0 0.0
H 1.263 1.867 -1.713 0.1 0.1 -0.1
N 2.809 0.765 0.116 0.4 0.2 0.1
C 3.424 0.225 -1.080 0.2 0.1 -0.2
H 2.817 0.456 -1.954 0.0 0.0 0.0
C 4.826 0.811 -1.240 -0.3 -0.2 -0.6
N 5.632 0.538 -0.067 0.4 -0.9 -0.1
S 6.302 -1.003 0.009 1.0 0.3 0.2
O 5.829 -1.718 1.160 0.0 0.2 0.2
O 6.195 -1.629 -1.275 0.0 0.2 -0.2
C 8.036 -0.573 0.289 -0.8 -0.3 -0.2
H 8.366 0.009 -0.559 0.1 0.1 -0.1
H 8.603 -1.492 0.371 0.0 -0.2 0.0
H 8.098 -0.003 1.206 0.0 0.1 0.2
C 4.991 0.977 1.153 -0.3 0.0 0.6
H 5.601 0.640 1.990 -0.1 0.2 0.1
C 3.569 0.421 1.298 0.1 0.1 0.1
H 3.106 0.881 2.172 0.0 -0.1 0.0
H 3.637 -0.667 1.445 -0.1 0.1 0.1
H 4.963 2.071 1.137 0.0 -0.1 0.0
H 5.329 0.358 -2.093 -0.1 0.2 -0.1
H 4.776 1.896 -1.367 0.0 -0.1 0.0
H 3.524 -0.870 -1.001 -0.1 0.0 -0.1
H 1.172 -0.081 2.101 0.1 0.0 0.1
H -1.226 0.281 2.216 -0.1 0.0 0.1
H -3.139 1.098 1.309 0.0 0.1 -0.2
H -5.751 1.992 -0.695 0.2 0.0 0.1
H -5.184 2.990 0.660 0.0 -0.1 -0.1
H -4.802 -0.007 -1.360 0.0 0.1 -0.1
H -5.877 -2.297 -2.979 0.0 0.0 -0.1
H -4.796 -3.548 -2.369 0.0 -0.1 0.0
H -4.169 -1.937 -2.753 0.1 0.0 -0.1
```
Positions in Å, forces in eV/Å.

Results
lowest unoccupied orbital energy	0.650	eV
SMILES	Cc1cccc(OCC(=O)Nc2ccc(N3CCN(S(C)(=O)=O)CC3)cc2)c1
molecular weight	403.5	g/mol
gap between HOMO and LUMO	8.20	eV
energy	-44641.3038	eV
E_HOMO	-7.6	eV


Density functional theory data (wB97M-V/def2-TZVPD) for a structure of composition C10H26BaO10 in a non-equilibrium geometry.

XYZ file:
```
47
Properties=species:S:1:pos:R:3:forces:R:3
Ba -1.220 0.745 0.014 -2.2 0.7 -0.3
O -3.302 -2.281 2.357 0.1 0.5 -0.1
C -3.818 -1.175 1.653 -0.8 0.4 -0.1
O -4.725 -0.585 2.237 0.2 0.0 0.2
O -3.314 -0.919 0.534 1.4 -0.2 -0.2
H -3.769 -2.062 3.178 0.0 -0.8 0.2
O -3.594 4.398 -1.617 0.2 -0.8 0.2
C -3.082 3.391 -0.845 1.5 -0.9 1.7
O -1.787 3.338 -0.836 0.4 0.1 -0.9
O -3.727 2.620 -0.138 -1.0 0.3 -0.7
H -2.744 4.675 -1.988 -0.3 0.6 -0.3
C 0.775 0.292 -4.454 0.3 0.0 -0.2
C -0.422 -0.117 -3.634 0.2 -1.0 0.4
O -0.833 0.881 -2.703 0.0 -0.2 -0.6
H 1.668 0.435 -3.843 -0.1 0.1 0.2
H 0.603 1.216 -5.011 -0.1 0.0 -0.1
H 1.012 -0.503 -5.163 -0.1 0.1 -0.1
H -0.166 -0.996 -3.038 0.1 0.2 0.2
H -1.237 -0.511 -4.251 -0.2 0.7 -0.1
H -0.936 1.703 -3.197 -0.2 0.2 0.3
C 0.163 -1.124 4.542 1.3 -0.1 0.0
C -0.618 -1.041 3.251 -0.6 0.8 1.0
O 0.034 -0.147 2.312 0.3 -0.4 0.2
H 1.107 -1.676 4.464 -0.2 -0.2 -0.2
H -0.387 -1.556 5.373 -0.2 0.0 -0.1
H 0.493 -0.119 4.839 -0.4 0.0 0.1
H -1.561 -0.568 3.539 -0.2 -0.2 -0.4
H -0.851 -1.994 2.789 0.2 0.0 -0.2
H 0.628 0.385 2.852 0.0 0.1 -0.2
C 3.462 2.233 0.339 0.7 -1.2 0.2
C 2.436 1.251 -0.199 0.0 0.8 -0.8
O 1.165 1.911 -0.450 1.0 -0.1 0.6
H 4.428 1.713 0.357 -0.1 0.0 0.1
H 3.240 2.459 1.382 0.0 0.6 -0.1
H 3.658 3.078 -0.317 -0.5 0.3 0.2
H 2.287 0.418 0.490 0.0 -0.1 0.0
H 2.786 0.890 -1.169 -0.1 -0.3 0.1
H 1.311 2.819 -0.160 -0.5 0.2 -0.2
C 1.731 -3.074 0.115 0.2 -0.6 -0.7
C 1.087 -2.289 -1.030 1.6 0.5 1.1
O -0.141 -1.693 -0.637 -0.1 -0.4 -0.2
H 1.282 -4.061 0.251 -0.2 0.1 0.2
H 1.748 -2.523 1.054 -0.2 0.1 0.0
H 2.770 -3.267 -0.170 0.0 0.0 0.1
H 1.078 -2.866 -1.954 -0.6 -0.1 0.0
H 1.804 -1.475 -1.190 -0.4 0.2 -0.4
H -0.522 -2.229 0.072 -0.3 -0.1 -0.2
```
Positions in Å, forces in eV/Å.

Results
lowest unoccupied orbital energy	-0.396	eV
molecular weight	443.6	g/mol
gap between HOMO and LUMO	7.77	eV
energy	-31963.4063	eV
E_HOMO	-8.2	eV


Density functional theory data (wB97M-V/def2-TZVPD) for an isolated molecule of C7H12O in a non-equilibrium geometry.

XYZ file:
```
20
Properties=species:S:1:pos:R:3:forces:R:3
C -1.729 0.059 -0.267 1.9 -0.3 0.7
C -0.886 -1.186 0.108 -0.6 -0.2 -1.5
C 0.448 -0.998 -0.589 1.6 0.6 0.5
C 0.042 -0.173 -1.794 0.5 0.2 -0.2
C 0.469 1.520 1.895 0.5 -0.6 -0.3
C 0.877 1.116 0.683 -0.2 2.1 1.0
C 1.451 -0.165 0.272 0.1 -2.0 1.1
H -1.777 0.741 0.579 0.0 0.2 -0.2
H -2.717 -0.231 -0.517 -1.0 -0.1 -0.7
H -0.790 -1.387 1.144 0.0 0.0 1.1
H -1.345 -2.047 -0.385 -0.1 -0.1 0.3
H 0.957 -1.970 -0.761 -0.5 0.6 -0.4
H -0.335 -0.821 -2.558 -0.3 -0.4 -0.8
H 0.863 0.456 -2.230 -0.7 -0.5 0.5
H 0.555 0.904 2.787 0.0 -0.1 -0.1
H 0.069 2.514 2.056 0.0 -0.1 -0.2
H 0.754 1.878 -0.079 0.1 -0.2 -0.3
H 2.456 -0.086 -0.176 -0.5 0.2 -0.3
H 1.636 -0.799 1.170 -0.1 0.4 -0.2
O -0.998 0.676 -1.338 -0.6 0.3 0.0
```
Positions in Å, forces in eV/Å.

Results
lowest unoccupied orbital energy	1.041	eV
SMILES	C=CC[C@H]1CCOC1
molecular weight	112.2	g/mol
gap between HOMO and LUMO	10.36	eV
energy	-9499.7234	eV
E_HOMO	-9.3	eV


Density functional theory data (wB97M-V/def2-TZVPD) for a structure of composition C22H40BNO44S9 in a non-equilibrium geometry.

XYZ file:
```
117
Properties=species:S:1:pos:R:3:forces:R:3
N -0.898 -3.621 -4.524 1.2 0.8 -0.9
H -1.155 -3.384 -3.552 -0.2 -0.1 0.1
H -0.082 -4.225 -4.637 -0.7 -0.8 0.4
H -0.461 -2.762 -4.885 -0.6 0.5 0.1
H -1.708 -3.845 -5.095 0.1 -0.3 0.0
O -1.028 -1.134 3.787 0.0 0.1 -0.5
C -1.030 -0.884 2.619 0.1 0.9 0.5
O -0.844 -1.723 1.629 -0.1 -0.9 -1.3
B -1.088 -1.067 0.344 -0.1 0.5 0.1
O -1.332 0.349 0.647 0.1 -0.6 -0.4
C -1.260 0.515 1.949 -0.8 0.3 1.3
O -1.472 1.534 2.547 0.2 -0.1 -0.3
O 0.055 -1.245 -0.592 -0.4 0.5 0.6
C -0.378 -1.801 -1.669 0.9 -1.4 -0.6
O 0.312 -2.184 -2.590 -0.1 0.2 0.0
C -1.867 -2.133 -1.545 0.5 1.0 -0.4
O -2.272 -1.614 -0.431 -0.3 -0.4 0.6
O -2.473 -2.704 -2.420 -0.2 -0.2 0.3
C -0.165 5.050 3.093 -1.1 -1.3 -0.4
C -0.940 4.839 1.766 -1.1 -0.7 2.2
O -0.121 5.348 0.750 0.5 0.7 -0.6
S 1.049 6.315 1.350 1.4 -0.6 0.4
O 0.962 7.658 0.873 -0.3 -1.0 0.1
O 2.303 5.599 1.255 -1.6 0.7 -0.2
O 0.529 6.267 2.857 0.2 0.3 0.0
H 0.440 4.180 3.357 0.7 0.4 -0.4
H -0.868 5.114 3.922 0.1 0.8 0.0
H -1.921 5.314 1.878 0.3 0.8 -0.6
H -1.229 3.792 1.657 0.8 -0.2 -0.5
C -2.659 2.841 -1.192 0.8 -0.7 0.9
C -4.075 2.381 -0.811 0.4 1.8 -0.6
O -4.568 1.848 -2.043 -0.1 -1.2 -0.2
S -3.975 2.567 -3.316 0.1 1.0 -1.2
O -4.793 3.700 -3.644 0.7 -0.9 0.3
O -3.662 1.616 -4.362 -0.1 1.0 1.8
O -2.615 3.143 -2.581 -1.3 -0.8 -1.0
H -2.001 1.993 -0.983 0.2 0.2 -0.2
H -2.287 3.725 -0.675 -0.3 -0.1 0.2
H -4.706 3.241 -0.579 -0.1 -0.2 0.3
H -4.047 1.655 -0.006 -0.2 -0.3 -0.3
C 2.907 -4.509 -0.019 -1.5 -0.4 1.0
C 2.421 -3.095 0.224 0.0 1.1 -1.1
O 3.437 -2.390 0.977 0.6 -1.3 0.0
S 4.774 -3.292 1.004 1.9 0.8 1.0
O 4.932 -3.905 2.304 -0.8 0.3 -1.7
O 5.895 -2.514 0.529 -1.7 -1.1 0.0
O 4.295 -4.356 -0.146 1.2 0.6 0.7
H 2.471 -4.913 -0.931 0.3 0.1 -0.1
H 2.623 -5.179 0.801 0.4 0.0 0.0
H 1.467 -2.911 0.709 0.0 -0.4 0.1
H 2.424 -2.630 -0.768 -0.3 0.3 0.2
C 2.298 -1.145 4.345 0.5 -0.5 0.9
C 3.694 -0.743 3.905 -1.5 0.1 -1.6
O 3.768 0.611 4.346 0.3 1.4 1.4
S 2.732 1.006 5.601 0.5 -1.9 0.5
O 1.796 2.000 5.183 0.4 -0.6 -0.5
O 3.329 1.200 6.897 0.1 -0.3 -1.7
O 2.140 -0.508 5.606 -0.5 1.4 0.7
H 2.227 -2.198 4.607 -0.3 -0.1 -0.5
H 1.556 -0.780 3.639 -0.1 -0.2 0.0
H 3.597 -0.686 2.820 0.5 0.1 0.0
H 4.497 -1.450 4.104 0.2 0.6 0.9
C 0.316 2.175 -6.149 -1.5 1.2 -0.2
C 0.271 2.335 -4.627 0.5 -0.7 -0.8
O 0.535 1.010 -4.144 -0.2 -1.4 -0.2
S 0.024 -0.165 -5.148 0.3 1.7 1.1
O -1.254 -0.649 -4.666 1.1 0.5 -1.3
O 1.080 -1.141 -5.267 -1.1 0.8 -0.5
O -0.100 0.852 -6.444 0.2 -2.8 1.2
H 1.235 2.465 -6.653 0.1 -0.4 0.2
H -0.541 2.720 -6.555 0.5 0.6 -0.1
H -0.719 2.655 -4.312 0.2 0.2 0.3
H 1.112 2.930 -4.283 -0.3 0.3 0.2
C -5.767 -4.154 -1.604 1.4 -1.3 0.7
C -4.320 -4.703 -1.299 -1.0 1.2 -0.1
O -4.454 -5.953 -0.679 -0.4 -1.3 0.0
S -5.991 -6.371 -0.391 0.1 1.1 1.1
O -6.239 -5.989 0.975 -0.1 -0.2 -1.3
O -6.326 -7.682 -0.829 0.5 0.7 -0.1
O -6.600 -5.300 -1.429 -0.4 -0.6 0.1
H -5.763 -3.872 -2.650 -0.7 0.4 0.1
H -5.999 -3.408 -0.852 -0.4 0.3 -0.4
H -3.893 -3.983 -0.605 0.6 -0.3 -0.1
H -3.770 -4.796 -2.230 0.3 -0.1 0.2
C -1.631 1.338 5.712 0.4 0.6 -1.1
C -3.043 0.880 5.448 -1.0 -0.7 -0.6
O -3.418 -0.004 6.503 0.9 -0.6 0.7
S -2.357 -0.007 7.735 -1.5 2.2 0.3
O -1.814 -1.297 7.946 0.2 0.1 -0.3
O -3.000 0.695 8.822 0.9 -0.9 -0.9
O -1.309 1.024 7.055 -0.3 -0.6 0.6
H -1.540 2.400 5.476 0.1 0.1 0.7
H -0.936 0.868 5.021 0.0 -0.4 0.3
H -3.077 0.316 4.514 0.1 -0.1 0.1
H -3.841 1.620 5.365 0.4 0.4 0.3
C 2.815 2.968 -1.016 0.2 -0.3 -0.5
C 1.317 2.775 -1.091 -0.8 0.1 -0.1
O 0.971 1.892 -0.035 0.4 -1.7 1.6
S 2.156 1.694 1.118 -0.7 2.3 -3.0
O 2.689 0.378 0.984 -0.2 0.2 0.4
O 1.711 2.229 2.363 0.4 -0.7 -0.9
O 3.096 2.761 0.346 0.8 -0.2 2.3
H 3.143 3.950 -1.354 -0.1 0.2 0.6
H 3.435 2.270 -1.588 -0.5 -0.3 -0.2
H 0.998 2.337 -2.038 0.0 -0.1 0.2
H 0.688 3.636 -0.850 0.6 0.5 -0.5
C 3.552 -1.271 -3.289 -0.4 -1.1 1.4
C 4.619 -1.009 -2.207 0.4 -0.3 -0.3
O 5.643 -0.272 -2.895 0.6 0.4 -1.1
S 5.184 0.122 -4.416 0.8 -0.6 1.2
O 6.244 0.012 -5.370 -1.0 -0.1 1.1
O 4.445 1.333 -4.271 -0.3 0.1 -0.5
O 4.193 -1.132 -4.546 0.1 1.0 -0.4
H 2.678 -0.653 -3.089 0.0 0.3 -0.8
H 3.242 -2.314 -3.246 -0.2 0.1 0.0
H 5.073 -1.925 -1.829 0.1 0.0 -0.2
H 4.282 -0.461 -1.327 -0.2 0.3 -0.3
```
Positions in Å, forces in eV/Å.

Results
lowest unoccupied orbital energy	-1.446	eV
molecular weight	1321.9	g/mol
gap between HOMO and LUMO	9.01	eV
energy	-213231.8067	eV
E_HOMO	-10.5	eV